8 unconnected molecules or ions with the total composition H18NO7 at a distorted geometry. Source: OMol25; level of theory: ωB97M-V/def2-TZVPD.

Properties
multiplicity = 1
calculated total energy = -591.92301 a.u.
maximum force = 6.45 eV/Å
LUMO level = -3.36 eV
highest occupied orbital energy = -13.514 eV
total charge = +1

```
26
Properties=species:S:1:pos:R:3:nbo_charge:R:1
H 8.641 3.857 23.218 0.50
H 10.560 2.899 19.922 0.48
N 12.218 4.344 22.757 -0.84
H 8.577 2.848 21.952 0.51
H 9.018 4.163 19.094 0.49
H 12.965 4.878 22.305 0.46
H 11.242 7.740 22.255 0.48
H 10.628 8.268 23.621 0.50
H 15.744 2.392 22.060 0.49
H 14.744 2.247 22.924 0.48
H 14.366 5.264 20.106 0.48
O 8.959 3.659 22.273 -0.99
O 13.860 4.439 20.189 -0.95
H 9.372 4.617 20.658 0.51
H 11.576 4.153 22.102 0.44
H 13.165 4.055 25.630 0.47
O 10.614 2.000 19.868 -0.99
O 14.919 2.814 22.110 -0.96
O 9.794 4.485 19.664 -0.99
H 14.296 3.896 20.741 0.47
H 10.339 1.598 19.049 0.48
H 12.115 3.447 26.759 0.51
H 12.707 3.588 23.062 0.42
H 11.663 4.829 23.613 0.49
O 12.243 4.118 25.891 -0.98
O 11.028 7.542 23.161 -0.98
```